(1)
# C35H69Cl14IN2O4Si2

A molecular structure, C35H69Cl14IN2O4Si2 (ωB97M-V/def2-TZVPD, the OMol25 dataset).

Its charge is 0. The HOMO energy is -9.269 eV. Its LUMO energy is 0.0086 Ha.

Each line ends with the Mulliken charge.
CARTESIAN COORDINATES (ANGSTROEM)
C1 -2.3397 -10.5106 -0.9458  -0.4757
H1 2.1708 -2.8281 -1.1432  0.2713
O1 2.7620 -1.5912 2.7224  -0.5054
Cl1 -4.9161 -9.6839 -1.3755  -0.1878
H2 2.3959 12.2666 -5.3134  0.3254
C2 3.5894 -6.5883 1.2705  -0.1655
H3 4.3185 11.0855 -6.2441  0.3055
H4 5.3422 -7.8412 1.0247  0.3375
H5 3.5907 -3.1557 0.0949  -0.0024
C3 3.1485 -1.0015 -0.1195  0.1238
C4 -2.7100 1.2361 2.8887  -0.8228
H6 -0.6749 -0.1919 -2.0139  0.4418
N1 1.0934 -3.9496 1.5836  -0.3519
C5 -4.7546 -3.9652 -0.1282  -0.6963
H7 3.9029 -2.4640 -1.5897  0.3406
H8 2.8624 10.4108 -6.9854  0.3330
H9 -0.1986 -4.6905 4.5409  0.3330
Cl2 -2.3499 -10.2093 0.8090  -0.1537
H10 0.1932 2.0092 -2.4382  0.2172
H11 5.4742 5.0301 4.4487  0.2865
C6 2.4174 1.5344 -2.4829  -0.7986
H12 -2.4518 -7.6797 1.1742  -0.0034
Cl3 2.4115 5.8977 -6.9489  -0.1988
C7 2.1878 4.5567 -4.5711  0.0482
Cl4 3.7426 -9.1900 2.1160  -0.1922
H13 1.0108 -0.8385 -2.2828  0.3031
Cl5 -4.3920 4.8441 -0.8492  -0.1781
H14 -5.0889 2.1564 0.6600  0.1217
H15 -4.7175 0.1192 2.8731  0.3558
C8 5.7571 6.7134 -0.9778  -0.3883
Cl6 8.1793 7.5164 4.0247  -0.1884
H16 -5.4521 -4.8374 -0.4027  0.2256
C9 6.0025 5.8535 3.9643  -0.4043
Cl7 4.8054 7.1413 3.6845  -0.1796
H17 -1.2989 -10.4486 -1.2710  0.2843
H18 -1.8376 -5.0793 1.0610  -0.5095
H19 5.0302 -7.3167 2.6845  0.3174
H20 -5.3771 0.1267 -0.9172  0.4320
C10 -6.8343 4.2117 -1.9172  -0.5244
C11 -3.9707 -4.3776 1.2096  0.1521
H21 4.1023 -5.6283 1.1871  0.1516
C12 2.5471 5.8983 -5.1718  -0.5144
H22 -3.3887 -3.5222 1.6856  -0.1925
H23 -7.4639 4.2118 -2.8090  0.3280
H24 -2.6891 -11.5302 -1.1164  0.3546
H25 -3.9951 -3.7775 -0.9600  0.3218
C13 -4.2338 1.0642 2.4294  -0.8386
H26 -4.8172 1.9355 2.9077  0.3648
H27 4.9581 8.7273 -0.9033  0.3513
H28 -5.4407 5.5769 -2.8123  0.3430
C14 2.3433 -0.5422 2.1667  0.4181
H29 7.7867 5.4684 5.0936  0.2970
C15 -2.8593 -5.4900 0.7767  0.1659
Cl8 3.6106 7.5666 -2.4515  -0.1291
C16 -1.3251 -6.3779 3.4699  -0.3385
H30 5.8516 5.8856 -1.6829  0.2870
H31 -4.9464 3.8833 -2.9320  0.3126
O2 -0.1958 -2.2268 0.1891  -0.0650
C17 2.5747 11.2354 -5.0010  -0.4203
C18 -3.1752 -9.4995 -1.7040  -0.2730
H32 -6.4636 -2.8240 0.8681  0.3470
H33 -0.6643 -0.5007 3.3557  -0.2884
C19 3.4060 10.5200 -6.0457  -0.5477
H34 -6.4209 0.0673 0.5908  0.2904
H35 -4.2436 -7.1865 1.4575  0.3243
H36 1.2784 0.5016 3.9048  0.2270
H37 2.4063 4.5556 -3.4995  -0.1634
C20 -2.8740 -6.7042 3.1382  -0.5140
H38 3.0771 11.2552 -4.0324  0.2864
H39 -2.8839 -5.6459 -0.3543  0.4135
I1 3.5350 3.0669 -1.4055  -0.0007
H40 -2.3482 -1.2880 1.7495  0.1954
C21 -1.2201 -4.8978 4.0795  -0.8424
H41 3.5839 6.1432 -4.9341  0.2379
Cl9 3.9088 8.8993 -5.5065  -0.0956
H42 2.7543 3.7466 -5.0339  0.4075
H43 -6.1724 -2.4432 -0.9657  0.3084
H44 1.8552 1.5954 2.4533  0.1962
C22 5.1456 7.9357 -1.6306  -0.5354
O3 4.1534 -0.2878 -0.3742  -0.5391
H45 -3.0392 -9.6384 -2.7782  0.3591
H46 -2.8903 -8.4761 -1.4539  0.1275
H47 -3.4969 1.3499 0.2545  0.1155
Cl10 0.9773 10.4798 -4.7794  -0.1809
H48 -4.5492 -1.6023 1.6324  0.1227
C23 0.9650 1.4378 -1.8061  -0.3933
C24 -4.4699 1.2085 0.8424  0.0980
C25 -4.7431 -1.4461 0.5241  0.3467
H49 6.7529 6.9544 -0.6007  0.3080
H50 -7.2742 4.8961 -1.1901  0.3297
C26 7.1466 6.3169 4.8421  -0.4182
Cl11 2.9350 -6.9665 -0.3429  -0.2037
H51 2.2861 1.9100 -3.5577  0.3039
H52 -0.9690 -7.1432 4.2373  0.2999
C27 0.4122 -0.0659 -1.6749  -0.7195
H53 5.8238 8.3266 -2.3927  0.2779
C28 0.4210 -3.0995 1.0741  0.4092
H54 -2.0141 -4.7190 4.8905  0.3888
Si1 0.4477 -0.6206 0.1787  0.1868
Cl12 4.8002 6.1480 0.4140  -0.1731
H55 -0.7109 -6.5136 2.5145  0.2425
H56 -2.2975 2.2715 2.6228  0.3458
H57 -4.6547 -4.8603 1.9846  0.2571
C29 -5.6878 -2.6615 0.0525  -0.8463
H58 -3.7518 -1.5684 -0.0232  -0.1129
Cl13 0.4523 4.1859 -4.7424  -0.2198
H59 1.9117 6.6963 -4.7841  0.3758
H60 -3.2092 -7.6928 3.6138  0.3522
Si2 -1.5468 -0.1601 2.2139  0.1724
C30 -3.1553 -6.8722 1.5568  -0.5568
H61 0.9954 1.8650 -0.7396  0.2477
H62 2.7493 -6.4661 1.9558  0.2240
C31 3.1612 -2.4755 -0.7112  -0.5812
H63 -3.5031 -5.8700 3.5913  0.2825
Cl14 -6.9006 2.5664 -1.2377  -0.1210
H64 3.1013 0.9548 3.6329  0.3742
H65 6.7859 6.7587 5.7723  0.3162
C32 -5.4229 4.6210 -2.2844  -0.4797
H66 -1.4291 -4.1119 3.2703  -0.1018
C33 2.0932 0.7094 3.1464  -0.9433
H67 6.3576 5.5053 2.9927  0.2934
C34 4.5571 -7.6470 1.7573  -0.4674
N2 2.1104 -0.3956 0.7285  0.6887
H68 2.9677 0.5401 -2.5476  0.4054
C35 -5.3348 0.0029 0.2130  -1.0836
O4 -0.5308 0.5499 1.0012  -0.2729
H69 -2.7104 1.1792 4.0410  0.3636

Cartesian forces, eV/Å:
C 0.089 -0.044 -0.213
H 1.103 0.301 0.998
O -1.118 3.286 -2.773
Cl -0.015 0.031 0.039
H 0.026 -0.131 -0.048
C 0.058 0.083 0.267
H -0.085 -0.015 0.092
H -0.171 -0.018 0.029
H -0.953 0.773 -0.970
C 3.854 1.235 -1.270
C -0.554 -0.152 0.499
H 1.462 0.362 0.352
N -3.046 3.496 -1.727
C -0.957 0.307 1.028
H -1.060 0.137 1.457
H -0.007 -0.053 0.170
H -1.293 -0.230 -0.727
Cl -0.001 -0.261 -0.004
H 1.381 -0.558 1.072
H 0.073 0.101 0.035
C -1.234 -0.188 -0.889
H -1.125 0.999 0.470
Cl -0.070 -0.033 -0.068
C 0.266 0.137 0.111
Cl -0.010 -0.029 -0.034
H -0.764 1.230 0.656
Cl 0.010 -0.051 0.024
H 1.126 -1.316 0.264
H 0.946 1.255 -0.822
C 0.179 0.030 -0.165
Cl -0.008 0.043 -0.012
H 1.249 1.102 0.170
C 0.097 -0.166 0.032
Cl 0.008 0.040 0.112
H -0.117 0.078 0.017
H -1.094 -0.757 -0.418
H -0.125 0.021 -0.081
H 0.027 -0.116 1.359
C -0.054 0.200 -0.129
C 0.862 -0.802 -1.121
H 0.003 -0.117 0.014
C 0.030 -0.079 0.169
H -1.072 -0.879 -0.619
H 0.124 -0.015 0.032
H -0.054 0.161 0.061
H -1.079 -0.253 1.035
C -0.423 1.172 0.062
H 0.815 -1.336 -0.585
H -0.047 -0.173 -0.035
H -0.064 -0.083 0.093
C 1.193 -1.797 3.678
H -0.085 0.054 -0.098
C -0.869 -0.178 0.827
Cl -0.076 -0.070 0.265
C -0.917 0.029 0.326
H -0.119 0.097 0.060
H -0.070 0.024 0.160
O 1.903 -1.229 3.007
C 0.147 0.149 -0.027
C 0.205 0.029 -0.086
H 0.743 0.064 -1.228
H 0.076 -0.409 -0.216
C 0.010 0.207 -0.127
H 1.572 -0.082 -0.427
H 1.342 0.334 -0.278
H 1.149 0.192 -1.009
H -0.061 0.146 -0.229
C 0.250 -0.422 -0.521
H -0.070 -0.118 -0.118
H 0.033 0.167 1.486
I -0.092 -0.669 -0.358
H 0.201 -0.238 -0.164
C -0.023 0.020 -0.139
H -0.131 -0.134 -0.009
Cl 0.045 0.181 -0.117
H -0.110 0.120 -0.054
H 0.494 -0.176 1.593
H 0.013 -1.148 1.340
C 0.242 0.082 0.060
O -3.524 -2.326 1.145
H 0.003 -0.067 0.108
H -0.067 -0.138 0.080
H -1.143 -0.353 0.918
Cl 0.019 -0.054 0.027
H -0.197 0.373 -1.386
C -0.453 -0.452 0.147
C -0.831 -0.195 -0.084
C -0.593 -0.177 -0.507
H -0.114 0.063 -0.013
H 0.134 -0.114 -0.023
C -0.083 -0.210 0.128
Cl -0.035 -0.008 -0.043
H 0.313 -0.461 1.612
H -0.285 1.089 -1.001
C 0.038 -1.071 0.171
H -0.040 -0.112 0.052
C 1.525 -1.792 -0.842
H 1.147 -0.491 -1.097
Si -0.829 3.103 -1.675
Cl -0.028 -0.067 -0.111
H -0.668 0.358 1.397
H -0.634 -1.422 0.211
H 0.722 0.899 -1.054
C 1.268 0.116 -0.115
H -1.059 0.251 0.688
Cl -0.085 -0.081 -0.033
H 0.029 -0.118 -0.105
H 0.565 1.429 -0.468
Si -0.300 2.680 0.649
C 0.816 0.994 0.668
H -0.077 -0.332 -1.776
H 0.068 -0.053 -0.137
C 0.260 0.600 -0.480
H 0.610 -1.106 -0.672
Cl -0.101 0.079 -0.081
H -1.523 -0.635 -0.539
H 0.003 0.026 -0.181
C -0.105 0.044 -0.197
H 0.401 -1.115 1.058
C 0.441 0.529 -2.056
H -0.030 0.146 0.078
C 0.142 0.196 -0.012
N -0.274 -1.765 0.697
H -0.545 1.499 0.514
C 0.223 -0.232 0.312
O 0.525 -3.531 0.062
H 0.189 0.055 -1.644

---

(2)
# C10H16Cl3IrNO3

A molecular structure, C10H16Cl3IrNO3 (ωB97M-V/def2-TZVPD, the OMol25 dataset).

Its expectation value of S² is 8.7780. Its charge is -2. As for the spin multiplicity: 6. The HOMO energy (spin up / spin down) is 0.508 / -0.858 eV. Its LUMO energy (spin up / spin down) is 0.1890 / 0.1778 Ha.

Each line ends with the Löwdin spin population.
CARTESIAN COORDINATES (ANGSTROEM)
H1 0.1951 2.2724 2.7360  0.0193
H2 0.6509 2.9807 0.3539  0.0022
Cl1 0.4867 -1.7499 1.8656  0.4114
C1 -0.8333 0.7284 -0.4162  0.0392
H3 1.6315 -2.8721 -1.3316  0.0009
H4 3.2690 0.4714 -0.2723  0.0000
C2 2.7690 -0.3814 -0.7344  0.0438
H5 -1.5486 2.6856 -0.1451  0.0005
H6 1.3428 2.8005 -1.2883  0.0096
O1 -0.3191 0.1361 3.6659  0.1241
Cl2 -2.6986 -0.0832 1.9269  0.3359
O2 1.1626 0.0749 5.2411  0.0164
Cl3 -2.1820 -3.0640 0.6961  0.0255
C3 -0.9526 -0.6477 -0.9885  0.2429
C4 0.6415 -2.5193 -1.6398  0.0115
H7 3.1338 -0.4285 -1.7689  0.0146
C5 0.6272 0.9749 -0.3108  0.1550
H8 -0.0884 -3.2506 -1.2746  0.0019
H9 -1.7437 2.0716 -1.8039  0.0009
C6 -2.1895 -1.2742 -1.4570  0.0508
H10 -3.0293 -0.6018 -1.3077  0.0000
C7 -1.7999 1.8102 -0.7407  0.0062
H11 2.2501 2.2784 0.1748  0.0005
C8 1.2507 2.3239 -0.2905  0.0243
H12 -2.3958 -2.2122 -0.7482  0.0164
C9 1.3049 -0.1874 -0.7550  0.2733
C10 0.3342 -1.1629 -1.1424  0.1029
H13 -2.1546 -1.5890 -2.5059  0.0147
N1 0.8820 0.4416 4.1207  0.0131
H14 0.6189 -2.5643 -2.7376  0.0042
H15 -2.8085 1.4854 -0.4811  0.0008
H16 3.0996 -1.2892 -0.2057  0.0104
Ir1 -0.4719 0.2107 1.5567  2.6653
O3 -0.4343 2.1308 2.0084  0.3615

Cartesian forces, eV/Å:
H -0.408 -0.015 -0.057
H 0.206 -0.113 -0.291
Cl 1.825 -2.263 0.440
C 1.673 -0.385 -2.101
H -0.035 0.142 0.060
H 0.009 -0.053 0.068
C 0.488 0.038 -0.194
H -0.159 0.134 0.021
H -0.025 -0.390 0.218
O 1.635 0.290 3.534
Cl -2.015 -0.003 0.103
O -0.500 -0.166 0.105
Cl -0.339 -2.231 1.424
C 0.235 1.181 -0.679
C 0.041 -0.763 -0.181
H 0.188 -0.172 0.055
C -1.767 0.287 -0.770
H 0.006 0.166 0.070
H -0.098 -0.024 -0.023
C -0.482 -0.132 0.170
H -0.223 0.104 -0.110
C -0.181 0.106 0.215
H -0.206 0.106 -0.262
C 0.185 0.732 0.672
H 0.205 1.341 -1.371
C -1.118 -1.585 -0.524
C 0.985 0.954 0.085
H 0.180 -0.008 -0.046
N -0.923 0.197 -0.997
H -0.002 0.032 -0.022
H -0.032 0.163 -0.094
H -0.258 0.150 -0.129
Ir 0.162 -0.088 -0.161
O 0.749 2.269 0.773

---

(3)
# H32O16

16 unconnected molecules or ions with the total composition H32O16 (ωB97M-V/def2-TZVPD, the OMol25 dataset).

The relative energy (zero: lowest compared OMol25 entry of this formula, charge and spin) comes out at 167.01 kcal per mole. Its charge is 0. The HOMO energy is -10.913 eV. Its LUMO energy is -0.0295 Ha.

Each line ends with the natural charge from an NBO analysis.
CARTESIAN COORDINATES (ANGSTROEM)
H1 -2.5596 -2.6081 -0.0051  0.4652
H2 0.8568 6.1503 0.6947  0.4788
H3 -1.1875 -4.8490 0.5690  0.4809
H4 -0.1945 1.8085 -4.5749  0.4885
H5 2.4373 -1.4290 0.1596  0.4931
H6 -4.4069 2.9807 -2.1095  0.4793
O1 -3.2977 -3.2541 -0.0001  -0.9174
H7 1.9215 -4.8027 0.2706  0.4630
H8 -0.3006 -1.6866 0.8608  0.5016
H9 0.8881 0.6330 -4.7124  0.4745
O2 0.5858 3.2538 -2.8543  -0.9415
H10 0.8542 -0.6488 5.2442  0.4710
O3 2.4174 -1.7063 -0.7646  -0.9682
H11 -1.8079 4.3484 1.8818  0.4774
H12 -0.7404 6.0579 0.4313  0.4860
O4 0.9140 1.7094 1.6046  -0.9293
O5 1.6668 -2.0116 -4.2109  -0.9372
H13 1.0828 2.4706 -2.5849  0.4673
H14 0.8643 1.1889 0.7851  0.4594
H15 0.3376 -5.3350 0.6759  0.4731
O6 0.1374 5.7125 0.2462  -0.9702
H16 -2.2156 0.6069 -1.2735  0.4613
O7 1.4797 -0.9419 4.5764  -0.9354
O8 -0.5416 -5.3499 1.0676  -0.9607
O9 -2.3971 5.0255 1.5154  -0.9361
H17 -3.2606 2.7115 -3.1946  0.4754
H18 -2.0310 -0.2426 -0.0997  0.4730
H19 1.2284 3.8212 -3.2962  0.4768
H20 1.0873 0.9137 2.1389  0.4699
H21 2.0852 -1.5202 5.0518  0.4634
H22 0.2191 -1.9172 -0.7253  0.5138
H23 -1.1662 -0.5563 3.7655  0.4648
H24 -2.2424 4.7866 0.5867  0.4639
O10 -4.1817 2.5736 -2.9446  -0.9544
O11 0.1121 1.0574 -5.0865  -0.9656
O12 -0.3770 -1.5279 -0.0822  -1.0110
O13 4.4289 -1.0283 3.8532  -0.9238
H25 -3.0281 -3.4778 0.9142  0.4516
H26 1.9698 -2.5130 -3.4427  0.4656
H27 -0.8235 0.9000 3.7332  0.4774
H28 3.1721 -1.3649 -1.2560  0.5047
H29 2.1301 -3.2679 -0.1318  0.4915
H30 0.7293 -1.9174 -3.9981  0.4727
O14 -2.3371 0.6503 -0.3116  -0.9393
H31 3.8091 -1.7602 3.7459  0.4584
H32 5.0109 -1.1310 3.0937  0.4657
O15 -0.7120 0.0905 3.2130  -0.9404
O16 1.5523 -4.0560 -0.2108  -0.9785

Cartesian forces, eV/Å:
H -0.481 0.251 -1.452
H -0.392 0.489 0.379
H 0.448 0.109 -0.644
H 0.530 0.046 0.462
H 0.352 0.605 -0.282
H 0.526 0.191 0.194
O 1.871 0.588 1.577
H 0.594 0.385 -0.075
H 0.891 -0.603 -0.282
H -0.036 0.378 0.313
O 0.030 -0.247 -0.156
H -0.016 0.053 -0.017
O -0.102 0.064 -0.081
H -0.109 0.249 0.542
H 0.505 0.524 0.662
O 0.573 -1.522 -0.421
O -0.230 -0.014 0.604
H -0.051 0.245 0.037
H -0.454 0.946 -0.434
H -1.052 0.545 -0.363
O 0.054 -0.890 -0.968
H -0.293 0.458 0.202
O 0.177 -0.325 0.004
O -0.138 -0.782 1.136
O 0.552 -0.660 -0.644
H -0.238 0.301 0.569
H 0.116 0.231 0.394
H -0.067 -0.039 0.088
H -0.148 0.689 0.870
H -0.004 0.146 0.170
H 0.432 -0.538 0.932
H 0.052 -0.199 -0.185
H -0.563 0.267 0.004
O -0.241 -0.503 -0.758
O -0.401 -0.478 -0.744
O -1.534 1.047 -0.369
O -0.068 -0.320 -0.221
H -1.253 -0.858 -0.100
H 0.226 -0.064 -0.193
H 0.103 0.074 -0.511
H 0.071 0.160 0.403
H -0.137 -1.011 -0.273
H -0.064 0.119 -0.380
O 0.156 -0.456 -0.675
H 0.013 0.168 0.048
H 0.175 0.124 0.076
O -0.471 0.039 0.578
O 0.096 0.020 -0.015